Entry 1:
# C5H7O4P

An isolated ion of composition C5H7O4P and charge -2 in a non-equilibrium geometry (wB97M-V/def2-TZVPD, OMol25).

The calculated total energy comes out at -22774.30491 eV. The calculation puts the HOMO energy (alpha / beta) at 0.0463 / 0.0462 Ha. As for the gap between HOMO and LUMO (alpha / beta): 5.2 / 5.2 eV. Its net charge is -2. Its structure (SMILES) is O=CCCCC1=P([O-])([O-])O1.

Cartesian coordinates (Å):
C1 0.02 -0.26 -1.63
C2 0.84 0.94 -1.12
C3 -0.91 -0.47 -0.37
C4 2.02 0.59 -0.16
C5 -0.17 -0.35 0.90
O1 -0.41 -0.90 3.67
O2 -0.86 0.71 1.78
O3 -2.57 -1.29 2.23
O4 3.12 0.11 -0.53
P1 -1.08 -0.86 2.35
H1 -0.60 -0.03 -2.44
H2 0.51 -1.11 -1.87
H3 1.34 1.43 -1.91
H4 0.27 1.58 -0.60
H5 -1.77 0.21 -0.40
H6 -1.49 -1.47 -0.68
H7 1.74 1.17 0.77


Entry 2:
# C6H10

A 2-piece molecular cluster, C6H10 overall (wB97M-V/def2-TZVPD, OMol25).

The calculated total energy comes out at -6380.39876 eV. The calculation puts the HOMO energy at -0.2979 Ha. As for the gap between HOMO and LUMO: 7.8 eV.

Cartesian coordinates (Å):
C1 -0.96 0.83 2.28
C2 -1.12 -0.22 -0.79
C3 -0.03 0.70 -1.26
C4 1.30 -0.07 -1.34
C5 0.90 -1.41 -0.82
C6 -0.42 -1.47 -0.51
H1 0.10 0.68 2.04
H2 -1.24 0.17 3.11
H3 -1.13 1.87 2.57
H4 -1.57 0.58 1.40
H5 -0.33 1.16 -2.21
H6 0.00 1.53 -0.55
H7 2.11 0.37 -0.74
H8 1.69 -0.15 -2.37
H9 1.61 -2.23 -0.71
H10 -0.91 -2.35 -0.12


Entry 3:
# C3H5NO

An isolated molecule of C3H5NO in a non-equilibrium geometry (wB97M-V/def2-TZVPD, OMol25).

The calculated total energy comes out at -6726.80136 eV. The calculation puts the HOMO energy at -0.3422 Ha. As for the gap between HOMO and LUMO: 10.0 eV. Its structure (SMILES) is C=C/C=N\O.

Cartesian coordinates (Å):
C1 -0.68 -0.49 -0.02
C2 0.56 0.18 0.32
C3 1.56 -0.55 0.83
H1 -2.08 1.45 -1.72
H2 -1.00 -1.43 0.46
H3 0.61 1.28 -0.04
H4 2.49 -0.06 1.11
H5 1.36 -1.65 1.08
N1 -1.64 0.02 -0.70
O1 -1.19 1.23 -1.32


Entry 4:
# C23H39BrO11S4

A 5-piece molecular cluster, C23H39BrO11S4 overall in a non-equilibrium geometry (wB97M-V/def2-TZVPD, OMol25).

The calculated total energy comes out at -160383.24369 eV. The calculation puts the HOMO energy at -0.3723 Ha. As for the gap between HOMO and LUMO: 8.6 eV. Its structure (SMILES) is C[C@H](Br)CC1=CC(=O)OC1=O.O=S1(=O)CCCC1.O=S1(=O)CCCC1.O=S1(=O)CCCC1.O=S1(=O)CCCC1.

Cartesian coordinates (Å):
C1 -1.38 -4.60 -0.03
C2 -2.71 -3.64 0.10
Br1 -4.38 -4.79 -0.05
C3 -2.81 -2.45 -1.03
C4 -2.30 -2.88 -2.53
C5 -2.64 -4.21 -3.16
C6 -1.99 -4.22 -4.67
O1 -1.94 -5.36 -5.35
O2 -1.53 -2.85 -4.98
C7 -1.43 -2.10 -3.68
O3 -0.70 -0.98 -3.65
H1 -1.74 -5.67 -0.36
H2 -0.84 -4.61 1.04
H3 -0.57 -4.22 -0.79
H4 -2.65 -3.13 1.18
H5 -3.95 -2.10 -1.03
H6 -2.21 -1.52 -0.58
H7 -3.26 -5.12 -2.75
C8 2.62 -1.66 -0.43
C9 2.55 -1.87 1.08
C10 1.62 -0.81 1.66
S1 0.46 -0.40 0.35
O4 0.69 0.97 -0.05
O5 -0.85 -0.91 0.71
C11 1.18 -1.47 -0.88
H8 3.09 -2.50 -0.94
H9 3.20 -0.76 -0.65
H10 2.15 -2.87 1.29
H11 3.54 -1.82 1.54
H12 1.07 -1.18 2.52
H13 2.16 0.10 1.92
H14 1.09 -1.01 -1.87
H15 0.63 -2.42 -0.86
C12 -2.45 2.49 -5.09
C13 -2.55 3.40 -3.87
C14 -3.97 3.27 -3.32
S2 -4.54 1.64 -3.78
O6 -5.63 1.78 -4.71
O7 -4.64 0.82 -2.59
C15 -3.08 1.17 -4.68
H16 -1.41 2.36 -5.42
H17 -3.01 2.94 -5.93
H18 -1.83 3.07 -3.11
H19 -2.31 4.44 -4.11
H20 -3.99 3.37 -2.23
H21 -4.64 4.01 -3.78
H22 -3.35 0.54 -5.53
H23 -2.43 0.62 -4.00
C16 4.49 4.74 -1.44
C17 3.00 4.75 -1.10
C18 2.61 3.32 -0.72
S3 4.08 2.56 -0.05
O8 4.49 1.49 -0.93
O9 3.92 2.37 1.38
C19 5.16 3.95 -0.32
H24 4.90 5.75 -1.52
H25 4.65 4.23 -2.40
H26 2.82 5.42 -0.26
H27 2.40 5.11 -1.95
H28 1.82 3.31 0.04
H29 2.30 2.74 -1.59
H30 6.17 3.61 -0.58
H31 5.19 4.54 0.60
C20 1.03 -0.48 7.76
C21 -0.20 0.28 7.26
C22 -0.30 0.04 5.75
S4 0.44 -1.55 5.44
O10 1.63 -1.36 4.65
O11 -0.60 -2.50 5.08
C23 0.93 -1.87 7.13
H32 1.05 -0.54 8.85
H33 1.94 0.02 7.42
H34 -1.09 -0.10 7.75
H35 -0.12 1.35 7.48
H36 -1.35 0.03 5.42
H37 0.26 0.79 5.18
H38 1.88 -2.41 7.15
H39 0.14 -2.46 7.60


Entry 5:
# C6H11P

C6H11P as an isolated structure in a non-equilibrium geometry (wB97M-V/def2-TZVPD, OMol25).

The calculated total energy comes out at -15679.68455 eV. The calculation puts the HOMO energy (alpha / beta) at -0.2535 / -0.2520 Ha. As for the gap between HOMO and LUMO (alpha / beta): 6.1 / 6.2 eV.

Cartesian coordinates (Å):
C1 1.24 -0.86 0.11
C2 -0.37 1.18 -0.37
C3 0.22 2.40 -0.33
C4 2.28 0.00 0.71
C5 -2.10 -0.81 -1.46
C6 -1.12 -0.87 1.24
P1 -1.83 0.34 0.02
H1 1.27 2.49 -0.37
H2 -0.33 3.31 -0.24
H3 1.94 0.71 1.41
H4 3.16 -0.55 1.07
H5 2.83 0.63 0.00
H6 -2.35 -1.82 -1.11
H7 -2.95 -0.40 -2.17
H8 -1.18 -0.92 -2.17
H9 -1.46 -1.89 1.23
H10 0.14 -0.96 0.91
H11 -1.45 -0.50 2.20


Entry 6:
# C2H7N2O

A 2-piece molecular cluster, C2H7N2O overall in a non-equilibrium geometry (wB97M-V/def2-TZVPD, OMol25).

The calculated total energy comes out at -7191.86708 eV. Its expectation value of S² is 0.76. The calculation puts the HOMO energy (alpha / beta) at -0.7719 / -0.7703 Ha. Its spin multiplicity is 2. As for the gap between HOMO and LUMO (alpha / beta): 10.5 / 6.6 eV. Its net charge is +2.

Cartesian coordinates (Å):
C1 2.58 0.27 0.07
N1 1.88 -0.68 0.65
H1 2.39 0.10 -1.00
H2 3.41 0.79 0.56
H3 2.21 -1.43 1.26
H4 0.84 -0.51 0.52
C2 -1.69 0.34 -0.04
N2 -2.93 0.18 -0.43
O1 -0.83 -0.58 0.04
H5 -1.25 1.37 0.02
H6 -3.33 -0.75 -0.56
H7 -3.29 0.89 -1.08


Please write out number 4 again, unchanged.
# C23H39BrO11S4

A 5-piece molecular cluster, C23H39BrO11S4 overall in a non-equilibrium geometry (wB97M-V/def2-TZVPD, OMol25).

The calculated total energy comes out at -160383.24369 eV. The calculation puts the HOMO energy at -0.3723 Ha. As for the gap between HOMO and LUMO: 8.6 eV. Its structure (SMILES) is C[C@H](Br)CC1=CC(=O)OC1=O.O=S1(=O)CCCC1.O=S1(=O)CCCC1.O=S1(=O)CCCC1.O=S1(=O)CCCC1.

Cartesian coordinates (Å):
C1 -1.38 -4.60 -0.03
C2 -2.71 -3.64 0.10
Br1 -4.38 -4.79 -0.05
C3 -2.81 -2.45 -1.03
C4 -2.30 -2.88 -2.53
C5 -2.64 -4.21 -3.16
C6 -1.99 -4.22 -4.67
O1 -1.94 -5.36 -5.35
O2 -1.53 -2.85 -4.98
C7 -1.43 -2.10 -3.68
O3 -0.70 -0.98 -3.65
H1 -1.74 -5.67 -0.36
H2 -0.84 -4.61 1.04
H3 -0.57 -4.22 -0.79
H4 -2.65 -3.13 1.18
H5 -3.95 -2.10 -1.03
H6 -2.21 -1.52 -0.58
H7 -3.26 -5.12 -2.75
C8 2.62 -1.66 -0.43
C9 2.55 -1.87 1.08
C10 1.62 -0.81 1.66
S1 0.46 -0.40 0.35
O4 0.69 0.97 -0.05
O5 -0.85 -0.91 0.71
C11 1.18 -1.47 -0.88
H8 3.09 -2.50 -0.94
H9 3.20 -0.76 -0.65
H10 2.15 -2.87 1.29
H11 3.54 -1.82 1.54
H12 1.07 -1.18 2.52
H13 2.16 0.10 1.92
H14 1.09 -1.01 -1.87
H15 0.63 -2.42 -0.86
C12 -2.45 2.49 -5.09
C13 -2.55 3.40 -3.87
C14 -3.97 3.27 -3.32
S2 -4.54 1.64 -3.78
O6 -5.63 1.78 -4.71
O7 -4.64 0.82 -2.59
C15 -3.08 1.17 -4.68
H16 -1.41 2.36 -5.42
H17 -3.01 2.94 -5.93
H18 -1.83 3.07 -3.11
H19 -2.31 4.44 -4.11
H20 -3.99 3.37 -2.23
H21 -4.64 4.01 -3.78
H22 -3.35 0.54 -5.53
H23 -2.43 0.62 -4.00
C16 4.49 4.74 -1.44
C17 3.00 4.75 -1.10
C18 2.61 3.32 -0.72
S3 4.08 2.56 -0.05
O8 4.49 1.49 -0.93
O9 3.92 2.37 1.38
C19 5.16 3.95 -0.32
H24 4.90 5.75 -1.52
H25 4.65 4.23 -2.40
H26 2.82 5.42 -0.26
H27 2.40 5.11 -1.95
H28 1.82 3.31 0.04
H29 2.30 2.74 -1.59
H30 6.17 3.61 -0.58
H31 5.19 4.54 0.60
C20 1.03 -0.48 7.76
C21 -0.20 0.28 7.26
C22 -0.30 0.04 5.75
S4 0.44 -1.55 5.44
O10 1.63 -1.36 4.65
O11 -0.60 -2.50 5.08
C23 0.93 -1.87 7.13
H32 1.05 -0.54 8.85
H33 1.94 0.02 7.42
H34 -1.09 -0.10 7.75
H35 -0.12 1.35 7.48
H36 -1.35 0.03 5.42
H37 0.26 0.79 5.18
H38 1.88 -2.41 7.15
H39 0.14 -2.46 7.60